(1)
{"formula": "C58H77F5N2O5P", "method": "wB97M-V/def2-TZVPD", "symbols": ["C", "C", "C", "C", "C", "C", "C", "C", "C", "O", "C", "O", "C", "C", "C", "C", "C", "C", "C", "C", "C", "C", "O", "C", "N", "O", "C", "C", "C", "N", "C", "C", "C", "P", "C", "O", "H", "H", "H", "H", "H", "H", "H", "H", "H", "H", "H", "H", "H", "H", "H", "H", "H", "H", "H", "H", "H", "H", "H", "H", "H", "H", "H", "H", "H", "H", "H", "H", "H", "H", "H", "H", "H", "H", "H", "H", "H", "H", "H", "H", "H", "H", "H", "H", "H", "H", "H", "H", "F", "C", "C", "C", "C", "C", "C", "H", "H", "H", "H", "H", "F", "C", "C", "C", "C", "C", "C", "H", "H", "H", "H", "H", "F", "C", "C", "C", "C", "C", "C", "H", "H", "H", "H", "H", "F", "C", "C", "C", "C", "C", "C", "H", "H", "H", "H", "H", "F", "C", "C", "C", "C", "C", "C", "H", "H", "H", "H", "H"], "positions_angstrom": [[5.776413, -0.440270, 4.314547], [5.879644, -1.756690, 3.516074], [5.542666, -1.507218, 2.044767], [5.417204, -2.789698, 1.240836], [4.951150, -2.645263, -0.225983], [5.251559, -1.323712, -0.973414], [3.991238, -0.496168, -1.283331], [3.777842, 0.743247, -0.382575], [2.297098, 1.058419, -0.197337], [1.991452, 1.652359, 1.101098], [1.562420, 0.767058, 2.015854], [2.273191, 0.329344, 2.866209], [0.095006, 0.385526, 1.998941], [-0.898540, 1.378170, 1.903008], [-0.568754, 2.846934, 1.761131], [-0.296486, 3.344312, 0.316929], [-1.269031, 4.404190, -0.230680], [-1.747793, 4.051664, -1.639268], [-2.672262, 5.093089, -2.262940], [-3.318527, 4.559666, -3.552235], [-2.231736, 0.968604, 2.064977], [-3.376553, 1.958796, 2.114410], [-3.550295, 2.632975, 0.898223], [-4.171944, 1.856785, -0.107551], [-2.508810, -0.342151, 2.245023], [-3.794920, -0.645833, 2.596636], [-4.659106, -1.161617, 1.544069], [-5.310910, -2.445500, 1.996829], [-1.569726, -1.346919, 2.266043], [-2.091658, -2.643256, 2.417597], [-1.859240, -3.624355, 1.334457], [-2.134675, -3.083658, -0.060060], [-0.226287, -0.969215, 2.182773], [0.991487, -2.377078, 2.354010], [1.661767, -2.084606, 4.026853], [2.218550, -1.889621, 1.368929], [5.890185, 0.369254, 3.589649], [6.549704, -0.326394, 5.068853], [4.776631, -0.340540, 4.735854], [6.906642, -2.118169, 3.593753], [5.213460, -2.517741, 3.928198], [4.624816, -0.916373, 2.001598], [6.378472, -0.927339, 1.642493], [6.362076, -3.335487, 1.266018], [4.687500, -3.431474, 1.746546], [5.436341, -3.453898, -0.776113], [3.882757, -2.855995, -0.280296], [6.004989, -0.725855, -0.463608], [5.681971, -1.614404, -1.928296], [4.077840, -0.126580, -2.305955], [3.109330, -1.141636, -1.282003], [4.208446, 1.599995, -0.904266], [4.291081, 0.669395, 0.574681], [1.679733, 0.170872, -0.361934], [1.977624, 1.801861, -0.927447], [-1.338766, 3.456734, 2.226646], [0.336380, 3.008837, 2.347641], [0.705715, 3.767887, 0.321633], [-0.277204, 2.485163, -0.356723], [-2.119230, 4.550347, 0.433395], [-0.732818, 5.351307, -0.319973], [-2.204353, 3.056514, -1.648708], [-0.853090, 3.977405, -2.269480], [-3.439477, 5.371747, -1.538785], [-2.066573, 5.961832, -2.525972], [-2.586967, 3.931640, -4.064062], [-3.638806, 5.363221, -4.209788], [-4.166790, 3.920280, -3.301342], [-3.126296, 2.720991, 2.851503], [-4.297367, 1.477557, 2.437617], [-3.551131, 1.001473, -0.401800], [-4.293815, 2.495358, -0.978754], [-5.158607, 1.516735, 0.218720], [-5.431277, -0.399672, 1.414026], [-4.113684, -1.241697, 0.607275], [-4.671144, -3.314550, 1.887205], [-5.549581, -2.350721, 3.058426], [-6.248063, -2.594428, 1.467356], [-1.797867, -3.029250, 3.308328], [-0.854018, -4.040785, 1.370511], [-2.546387, -4.450238, 1.529039], [-3.194570, -3.076335, -0.304537], [-1.697319, -2.097780, -0.232937], [-1.664715, -3.757505, -0.778382], [2.745947, -2.030506, 3.926754], [1.394342, -2.958626, 4.615667], [1.283411, -1.171393, 4.473901], [2.180268, -2.447011, 0.584172], [-5.618546, -3.666382, -0.871874], [-6.697863, -4.299099, -1.408318], [-7.894232, -4.277038, -0.723338], [-8.986167, -4.924852, -1.283746], [-8.864151, -5.579396, -2.501131], [-7.645576, -5.585922, -3.165433], [-6.546247, -4.938579, -2.620043], [-7.970065, -3.767274, 0.227296], [-9.934915, -4.916773, -0.764926], [-9.717960, -6.084115, -2.931307], [-7.546896, -6.097729, -4.112880], [-5.588294, -4.926400, -3.121968], [7.970094, 5.587333, 4.918988], [7.019346, 4.915194, 4.244024], [5.710184, 5.002951, 4.674737], [4.734554, 4.309005, 3.973999], [5.079081, 3.540065, 2.870816], [6.400433, 3.473540, 2.457976], [7.387531, 4.164848, 3.145208], [5.469910, 5.603479, 5.541366], [3.702764, 4.368896, 4.294274], [4.315915, 2.996612, 2.327297], [6.664776, 2.876309, 1.594784], [8.424492, 4.130663, 2.840457], [4.949403, -1.547896, -4.069682], [4.394372, -1.406587, -5.296206], [5.220509, -1.191831, -6.379415], [4.641205, -1.047321, -7.631654], [3.262433, -1.113677, -7.780131], [2.456433, -1.328760, -6.671257], [3.021698, -1.480218, -5.412760], [6.291458, -1.139404, -6.238807], [5.271701, -0.882741, -8.494689], [2.817825, -0.998532, -8.759005], [1.381785, -1.379323, -6.784184], [2.415397, -1.655299, -4.533940], [-2.719646, 7.139253, -6.472470], [-3.925509, 7.694411, -6.722647], [-4.873677, 6.950459, -7.394971], [-6.111947, 7.524786, -7.644060], [-6.381160, 8.820908, -7.226814], [-5.407894, 9.546635, -6.553936], [-4.166946, 8.983493, -6.293428], [-4.639460, 5.944505, -7.716174], [-6.868183, 6.955844, -8.167878], [-7.346763, 9.264651, -7.426897], [-5.612399, 10.558311, -6.230631], [-3.395170, 9.529206, -5.767756], [-0.238866, -4.756905, 4.888624], [0.354450, -5.948386, 5.174681], [0.633465, -6.247581, 6.490511], [1.239978, -7.463655, 6.771485], [1.556600, -8.343621, 5.745680], [1.265200, -8.010499, 4.430306], [0.654368, -6.800226, 4.133407], [0.380919, -5.543971, 7.272093], [1.464460, -7.722830, 7.796982], [2.030726, -9.288561, 5.971872], [1.514245, -8.693428, 3.629622], [0.413646, -6.518873, 3.116730]], "atomic_forces_ev_per_a": [[-0.2, -0.2, -0.7], [0.2, 0.5, 0.1], [0.4, -0.3, 0.2], [-0.5, 0.0, -0.1], [0.6, 0.0, 0.2], [-0.4, -0.5, -0.2], [0.4, 0.6, 0.0], [-0.2, -0.1, -0.3], [-0.1, 0.3, -0.3], [-0.1, -0.2, -0.3], [0.3, 0.1, 0.1], [0.1, 0.3, 0.3], [-0.4, 0.1, -0.3], [-0.3, -0.3, 0.0], [0.4, 0.0, 0.1], [-0.2, 0.1, 0.2], [0.1, -0.1, -0.3], [0.3, 0.1, 0.1], [0.1, -0.4, -0.4], [0.3, -0.2, 0.6], [0.3, 0.0, 0.0], [-0.1, 0.2, 0.0], [0.1, 0.0, -0.1], [0.0, 0.1, -0.1], [0.2, -0.1, -0.2], [0.2, -0.2, 0.3], [-0.5, 0.0, -0.2], [0.1, 0.1, 0.5], [0.0, 0.3, 0.0], [0.3, 0.2, 0.0], [-0.2, -0.2, -0.2], [0.1, -0.3, -0.1], [-0.3, 0.0, 0.0], [-0.1, -0.4, 0.0], [-0.2, -0.1, -0.2], [-0.2, 0.2, 0.0], [0.1, 0.2, 0.2], [-0.1, -0.1, 0.2], [0.1, 0.1, 0.2], [-0.1, -0.3, -0.1], [0.1, -0.1, 0.1], [0.0, 0.0, -0.2], [-0.2, 0.3, -0.1], [0.1, 0.1, 0.1], [0.1, -0.1, 0.0], [-0.2, 0.0, -0.1], [0.0, 0.0, -0.1], [0.0, 0.1, 0.1], [0.1, 0.1, 0.0], [-0.1, -0.1, 0.0], [0.0, -0.1, 0.1], [0.2, 0.0, 0.2], [-0.2, -0.2, 0.1], [0.0, 0.0, 0.3], [-0.1, 0.0, 0.1], [-0.1, 0.0, 0.0], [0.0, 0.1, 0.1], [0.1, -0.1, -0.1], [0.0, 0.0, 0.0], [0.0, 0.0, 0.0], [-0.1, 0.1, 0.2], [-0.1, 0.0, 0.1], [-0.1, -0.1, -0.1], [0.0, 0.3, 0.0], [-0.1, 0.2, 0.3], [-0.1, 0.1, -0.3], [-0.1, 0.0, -0.1], [-0.1, 0.0, -0.1], [0.0, 0.0, 0.0], [0.0, 0.0, 0.0], [0.0, -0.1, 0.1], [0.0, 0.0, 0.0], [0.0, -0.1, 0.0], [0.1, 0.0, 0.0], [0.2, -0.1, 0.1], [0.0, 0.0, -0.1], [0.0, 0.0, 0.0], [0.1, 0.0, -0.1], [-0.1, -0.1, 0.0], [0.1, 0.1, 0.1], [0.0, 0.0, 0.0], [-0.1, 0.2, 0.1], [0.0, 0.1, 0.0], [0.0, 0.0, 0.0], [0.0, 0.1, 0.1], [0.0, 0.0, 0.2], [0.1, 0.0, 0.1], [0.2, 0.0, -0.1], [0.0, 0.0, 0.0], [0.0, 0.0, -0.1], [0.0, 0.0, 0.1], [0.0, 0.0, 0.0], [0.0, 0.0, 0.0], [0.0, 0.0, 0.0], [0.1, 0.0, 0.0], [0.0, 0.0, 0.0], [0.0, 0.0, 0.0], [0.0, 0.0, 0.0], [0.0, 0.0, 0.0], [0.0, 0.0, 0.0], [0.0, 0.0, 0.0], [0.0, 0.0, 0.0], [0.0, 0.0, 0.1], [0.1, 0.0, 0.0], [-0.2, 0.0, -0.1], [0.0, 0.0, 0.0], [0.1, 0.0, 0.0], [0.0, 0.0, 0.0], [0.0, 0.0, 0.0], [0.0, 0.0, 0.0], [0.0, 0.0, 0.0], [0.0, 0.0, 0.0], [0.0, 0.0, -0.1], [0.0, 0.0, -0.1], [0.1, 0.0, 0.0], [-0.1, 0.0, 0.0], [0.0, 0.0, 0.0], [0.0, 0.0, 0.0], [0.0, 0.0, 0.1], [0.0, 0.0, 0.0], [0.0, 0.0, 0.0], [0.0, 0.0, 0.0], [0.0, 0.0, 0.0], [0.0, 0.0, 0.0], [0.0, 0.0, 0.0], [-0.1, 0.0, 0.0], [0.0, -0.1, 0.0], [0.0, 0.0, 0.0], [0.0, 0.0, 0.0], [0.0, 0.0, 0.0], [0.1, 0.0, 0.1], [0.0, 0.0, 0.0], [0.0, 0.0, 0.0], [0.0, 0.0, 0.0], [0.0, 0.0, 0.0], [0.0, 0.0, 0.0], [-0.1, 0.1, 0.0], [0.0, -0.1, 0.0], [0.0, 0.1, 0.1], [0.0, 0.0, -0.1], [0.0, 0.0, 0.0], [0.0, 0.0, 0.0], [0.0, 0.0, -0.1], [0.0, 0.0, 0.0], [0.0, 0.0, 0.0], [0.0, 0.0, 0.0], [0.0, 0.0, 0.0], [0.0, 0.0, 0.0]], "spin_multiplicity": 1, "total_charge": 1, "max_force_ev_per_a": 0.80, "gap_ev": 6.8, "e_tot_ev": -97480.731, "e_lumo_ev": -3.745}



(2)
{"formula": "C12H20N4O3", "method": "wB97M-V/def2-TZVPD", "symbols": ["C", "C", "C", "C", "C", "N", "C", "O", "C", "N", "C", "C", "C", "N", "C", "N", "C", "O", "O", "H", "H", "H", "H", "H", "H", "H", "H", "H", "H", "H", "H", "H", "H", "H", "H", "H", "H", "H", "H"], "positions_angstrom": [[-3.745724, 1.560974, 0.439404], [-2.407324, 1.691192, -0.334326], [-1.393472, 2.377809, 0.555052], [-1.897677, 0.449396, -1.171173], [-1.385224, -0.728466, -0.334179], [-0.214126, -1.283723, -1.061638], [0.850542, -1.880057, -0.447180], [1.517044, -2.799388, -0.919948], [1.129045, -1.378242, 1.025516], [2.070339, -2.237612, 1.655179], [1.471600, 0.104875, 1.085602], [2.731981, 0.301390, 0.306100], [2.867447, 1.069361, -0.816873], [4.220168, 0.954286, -1.211866], [4.821230, 0.177230, -0.294949], [4.000281, -0.197806, 0.665760], [-2.561669, -1.647558, -0.027086], [-3.479455, -1.525918, 0.747111], [-2.557354, -2.713343, -0.926808], [-4.140410, 2.505877, 0.763518], [-4.476175, 1.097072, -0.227136], [-3.646646, 0.961302, 1.347599], [-2.616689, 2.388687, -1.141942], [-1.612205, 3.457945, 0.690974], [-1.373985, 2.022066, 1.608989], [-0.393440, 2.266823, 0.124340], [-2.610934, 0.088439, -1.909264], [-1.040966, 0.773844, -1.753697], [-1.010205, -0.411273, 0.600761], [-0.460577, -1.738995, -1.946706], [0.135760, -1.533665, 1.482002], [3.000352, -1.836402, 1.925093], [2.313555, -2.983419, 1.038721], [1.665699, 0.379033, 2.146056], [0.739812, 0.720694, 0.659768], [2.078538, 1.504967, -1.400558], [4.755815, 1.441587, -1.944986], [5.876704, -0.095531, -0.408725], [-3.221661, -3.303469, -0.588524]], "atomic_forces_ev_per_a": [[0.5, -1.1, -0.6], [-1.1, 0.0, -0.5], [0.7, 0.3, 0.7], [-0.1, 0.8, 1.4], [0.4, 0.1, -0.9], [-1.2, -0.9, -0.5], [1.0, -0.9, 1.3], [-0.9, 1.4, -0.1], [-1.1, -0.5, -0.9], [1.6, 0.2, 1.4], [2.3, -1.3, 0.9], [1.8, 1.1, -0.3], [0.8, -0.7, -0.3], [-0.7, 0.6, -0.5], [0.0, -0.2, 0.8], [-0.5, -0.1, -0.6], [-0.6, -1.7, -1.3], [1.3, 0.4, -0.2], [0.8, 1.3, 0.8], [0.0, 0.7, -0.1], [-0.2, -0.1, 0.3], [0.0, -0.2, -0.2], [-0.1, 0.3, -0.1], [0.1, -0.6, -0.5], [0.0, -0.3, -0.7], [0.0, 0.3, 0.2], [-0.4, 0.2, 0.1], [0.1, 0.3, 0.0], [0.1, 0.7, 0.9], [0.2, 0.2, 0.4], [0.3, 0.1, 0.3], [-1.5, 0.1, -0.6], [0.0, -0.6, -0.5], [-0.3, -0.1, -0.6], [-1.1, 0.8, -0.4], [0.2, 0.4, -0.2], [-1.0, -0.4, 0.6], [-0.5, 0.2, 0.4], [-0.8, -0.6, 0.0]], "spin_multiplicity": 1, "e_above_lowest_ev": 1.5985, "max_force_ev_per_a": 2.80, "smiles": "CC(C)C[C@H](NC(=O)[C@@H](N)Cc1c[nH]cn1)C(=O)O", "gap_ev": 9.2, "e_tot_ev": -24871.697, "e_lumo_ev": 0.614}



(3)
{"formula": "C5H18BrNSi3", "method": "wB97M-V/def2-TZVPD", "symbols": ["C", "C", "C", "C", "C", "N", "Si", "Si", "Si", "Br", "H", "H", "H", "H", "H", "H", "H", "H", "H", "H", "H", "H", "H", "H", "H", "H", "H", "H"], "positions_angstrom": [[2.358445, -0.664519, 0.275959], [1.018089, 1.027561, 2.625011], [0.180050, 1.275092, -2.356761], [-2.440233, 1.978745, -0.540187], [-1.178043, -3.206142, -0.067287], [-0.574356, -0.152405, 0.285385], [0.758771, -0.353395, 1.375877], [-0.642996, 1.466274, -0.650750], [-1.671705, -1.305400, -0.118389], [-1.484439, -1.604099, -3.561757], [2.234327, -0.096751, -0.667424], [3.240154, -0.296934, 0.575662], [2.246736, -1.734418, -0.009730], [1.416376, 0.766201, 3.602493], [1.817020, 1.698515, 2.169495], [0.033134, 1.442589, 2.876419], [-0.510279, 1.645484, -3.170532], [0.968403, 1.928365, -2.345249], [0.391324, 0.162237, -2.283296], [-3.038287, 2.020287, 0.317363], [-2.346698, 2.988541, -0.739968], [-3.245869, 1.605871, -1.217480], [-1.664417, -3.599502, -0.966084], [-0.099319, -3.515012, -0.157054], [-1.594665, -3.643640, 0.837647], [0.522470, -1.671323, 2.028787], [0.107740, 2.389445, 0.209148], [-3.216689, -1.012667, 0.006295]], "atomic_forces_ev_per_a": [[-5.1, -0.6, -1.6], [0.5, 0.3, -0.6], [-3.3, -1.5, 1.0], [-0.7, -1.5, -1.6], [0.3, 1.2, -0.3], [-0.1, 1.8, -0.7], [2.5, -1.1, -0.1], [-0.8, -1.1, 0.3], [-0.8, -2.6, -1.2], [-0.2, 0.2, 1.6], [-0.4, -0.3, 0.2], [3.5, 0.5, 1.8], [0.8, 0.6, 0.3], [0.2, -0.7, -0.1], [-1.5, -0.2, 0.6], [0.4, 0.7, -0.4], [0.6, -1.2, 0.7], [2.5, 1.2, 0.0], [0.0, 1.4, -1.1], [0.0, -0.4, 2.3], [0.1, 2.5, -0.9], [1.2, 0.0, -0.3], [-0.2, -0.1, 0.2], [-1.0, 0.9, 0.2], [-0.1, -0.1, 0.0], [-0.2, 0.2, 0.1], [0.2, 0.1, 0.2], [1.7, -0.2, -0.3]], "spin_multiplicity": 1, "e_above_lowest_ev": 2.0161, "max_force_ev_per_a": 5.37, "gap_ev": 7.4, "e_tot_ev": -100643.359, "e_lumo_ev": -0.771}